{"formula": "C31H30MnN5SeSi", "method": "the ωB97M-V functional and the def2-TZVPD basis", "elements": ["Mn", "C", "Si", "C", "N", "C", "C", "C", "C", "C", "C", "C", "C", "C", "C", "C", "C", "C", "C", "C", "C", "C", "H", "H", "H", "H", "H", "H", "H", "H", "H", "H", "H", "H", "H", "H", "H", "H", "H", "H", "H", "H", "H", "H", "H", "H", "Se", "N", "C", "C", "C", "C", "C", "N", "C", "C", "N", "C", "C", "C", "C", "C", "N", "H", "H", "H", "H", "H", "H"], "positions_angstrom": [[-0.231371, 1.292913, -0.342250], [-1.558027, 0.965663, -1.933456], [-1.845796, -0.836385, -1.658870], [-2.115570, -0.956696, 0.236828], [-1.108557, -0.213838, 1.060118], [-1.722250, 0.451261, 2.248856], [-1.686242, -0.429234, 3.487963], [-0.225773, -0.643468, 3.922696], [0.705698, -0.578435, 2.701979], [-0.021168, -1.134724, 1.489521], [-0.291769, -1.779519, -2.164041], [0.144848, -2.940966, -1.521627], [1.286843, -3.614239, -1.936949], [2.009349, -3.146280, -3.027724], [1.579698, -2.009938, -3.701108], [0.444456, -1.336031, -3.269121], [-3.339368, -1.651535, -2.427722], [-3.257468, -2.896550, -3.054124], [-4.386337, -3.499534, -3.593435], [-5.616551, -2.864962, -3.511771], [-5.717971, -1.624883, -2.894656], [-4.587819, -1.025992, -2.359991], [-2.490776, 1.526096, -1.803832], [-1.180246, 1.192774, -2.932042], [-2.230684, -1.983303, 0.604171], [-3.089973, -0.480894, 0.383441], [-2.738000, 0.739669, 1.983114], [-1.172410, 1.373662, 2.462232], [-2.172031, -1.382334, 3.266537], [-2.267726, 0.035086, 4.284586], [-0.125095, -1.616824, 4.405026], [0.067051, 0.104061, 4.661479], [1.621827, -1.143308, 2.877324], [1.010391, 0.453850, 2.499728], [-0.451805, -2.108835, 1.752895], [0.646442, -1.308213, 0.647262], [-0.419122, -3.339212, -0.685049], [1.601373, -4.513682, -1.422795], [2.890941, -3.676968, -3.364137], [2.125525, -1.652099, -4.565024], [0.124299, -0.451417, -3.808414], [-2.300089, -3.399959, -3.129627], [-4.304409, -4.463222, -4.079368], [-6.496894, -3.333321, -3.932335], [-6.676162, -1.124784, -2.837090], [-4.680653, -0.049250, -1.894905], [6.232800, 4.153656, 2.946160], [4.538085, 4.688143, 2.933181], [3.873564, 3.836272, 2.199823], [2.439393, 3.933706, 1.956216], [1.649681, 4.954571, 2.485926], [0.299234, 4.966740, 2.212855], [-0.229863, 3.954785, 1.422463], [0.509460, 2.973906, 0.915397], [1.831717, 2.959326, 1.165756], [2.616521, 1.860191, 0.574228], [1.949892, 0.969144, -0.183949], [2.614669, -0.046700, -0.725665], [3.981941, -0.226784, -0.543596], [4.675081, 0.679790, 0.226246], [3.986267, 1.749760, 0.800955], [4.637595, 2.754835, 1.632170], [5.912621, 2.743403, 1.913036], [2.112759, 5.716510, 3.098940], [-0.346363, 5.742368, 2.598531], [-1.287184, 3.933005, 1.187041], [2.038328, -0.738216, -1.328679], [4.473776, -1.068772, -1.009193], [5.739396, 0.586160, 0.397861]], "forces_ev_per_angstrom": [[0.1, 0.0, 0.1], [0.0, 0.0, 0.0], [0.1, 0.1, 0.0], [0.0, 0.0, 0.0], [0.0, 0.0, 0.0], [0.0, 0.0, 0.0], [0.0, 0.0, 0.0], [0.0, 0.0, 0.0], [0.0, 0.0, 0.0], [0.0, 0.0, 0.0], [0.0, 0.0, -0.1], [0.0, 0.0, 0.0], [0.0, 0.0, 0.0], [0.0, 0.0, 0.0], [0.0, 0.0, 0.0], [0.0, 0.0, 0.0], [0.0, 0.0, 0.0], [0.0, 0.0, 0.0], [0.0, 0.0, 0.0], [0.0, 0.0, 0.0], [0.0, 0.0, 0.0], [0.0, 0.0, 0.0], [0.0, 0.0, 0.0], [0.0, 0.0, 0.0], [0.0, 0.0, 0.0], [0.0, 0.0, 0.0], [0.0, 0.0, 0.0], [0.0, 0.0, 0.0], [0.0, 0.0, 0.0], [0.0, 0.0, 0.0], [0.0, 0.0, 0.0], [0.0, 0.0, 0.0], [0.0, 0.0, 0.0], [0.0, 0.0, 0.0], [0.0, 0.0, 0.0], [0.0, 0.0, 0.0], [0.0, 0.0, 0.0], [0.0, 0.0, 0.0], [0.0, 0.0, 0.0], [0.0, 0.0, 0.0], [0.0, 0.0, 0.0], [0.0, 0.0, 0.0], [0.0, 0.0, 0.0], [0.0, 0.0, 0.0], [0.0, 0.0, 0.0], [0.0, 0.0, 0.0], [0.0, 0.0, 0.0], [0.0, 0.0, 0.0], [0.1, -0.1, 0.0], [0.0, 0.0, 0.0], [0.0, 0.0, 0.0], [0.0, 0.0, 0.0], [0.0, 0.0, 0.0], [-0.1, 0.0, -0.1], [0.0, -0.1, 0.0], [0.0, 0.0, 0.0], [0.0, 0.0, 0.0], [0.0, 0.0, 0.0], [0.0, 0.0, 0.0], [0.0, 0.0, 0.0], [-0.1, 0.0, 0.0], [0.0, 0.1, 0.1], [0.0, 0.0, 0.0], [0.0, 0.0, 0.0], [0.0, 0.0, 0.0], [0.0, 0.0, 0.0], [0.0, 0.0, 0.0], [0.0, 0.0, 0.0], [0.0, 0.0, 0.0]], "e_tot_ha": -5314.8927, "charge": 1, "spin_multiplicity": 6}

***

{"formula": "C31H30N10OReS3", "method": "the ωB97M-V functional and the def2-TZVPD basis", "elements": ["Re", "C", "C", "N", "N", "C", "S", "S", "C", "C", "C", "C", "C", "C", "C", "C", "C", "C", "C", "C", "C", "O", "H", "H", "H", "H", "H", "H", "H", "H", "H", "H", "H", "H", "H", "H", "N", "C", "N", "C", "N", "N", "C", "N", "C", "C", "C", "C", "C", "N", "H", "H", "H", "H", "H", "H", "H", "H", "N", "C", "S", "N", "C", "C", "C", "C", "C", "C", "H", "H", "H", "H", "H", "H", "H", "H"], "positions_angstrom": [[0.413684, 0.137267, -0.151653], [-2.958386, -2.596859, 0.661326], [-1.627327, -2.054420, 0.260516], [-1.416973, -0.759879, 0.295490], [-2.567431, 0.014884, 0.464097], [-2.507847, 1.157566, -0.111993], [-1.089488, 1.770802, -0.942849], [-3.910411, 2.207413, -0.191900], [-4.578433, 2.024681, 1.497011], [-3.772120, 2.753229, 2.528265], [-2.877607, 2.061330, 3.338161], [-2.142083, 2.737038, 4.302896], [-2.276272, 4.109660, 4.450180], [-3.162346, 4.806429, 3.638238], [-3.908989, 4.129262, 2.688047], [-0.617892, -2.921365, -0.326559], [-0.603370, -4.306326, -0.059774], [0.162282, -5.168298, -0.802390], [0.897201, -4.676006, -1.886101], [0.910614, -3.331049, -2.175712], [0.198681, -2.432269, -1.378656], [0.303671, -1.125691, -1.653155], [-3.662007, -2.412876, -0.154948], [-3.348564, -2.076154, 1.532394], [-2.919081, -3.666707, 0.830896], [-4.675106, 0.964042, 1.718107], [-5.581520, 2.441426, 1.400152], [-2.796883, 0.983181, 3.243442], [-1.490039, 2.184555, 4.967280], [-1.713061, 4.633984, 5.211260], [-3.285333, 5.874315, 3.759044], [-4.612225, 4.672811, 2.068037], [-1.200492, -4.697763, 0.751989], [0.174068, -6.223509, -0.570307], [1.468773, -5.358954, -2.500700], [1.481802, -2.934547, -3.003934], [-0.267274, -0.508435, 3.157363], [0.292317, 0.691144, 3.007451], [0.490590, 1.411872, 4.099346], [1.101516, 2.583634, 3.944493], [1.274584, 3.358794, 5.003733], [1.608028, 3.032028, 2.760470], [1.332199, 2.284795, 1.735780], [0.631278, 1.123692, 1.752665], [1.914003, 2.653453, 0.425017], [2.530589, 3.865519, 0.201841], [3.064584, 4.117936, -1.055009], [2.975495, 3.144910, -2.037139], [2.342080, 1.951422, -1.742453], [1.823752, 1.709923, -0.531544], [-0.441323, -0.816792, 4.100684], [-0.275975, -1.185254, 2.414930], [0.935741, 3.061023, 5.903497], [1.748279, 4.240903, 4.908552], [2.573094, 4.587460, 1.004009], [3.538353, 5.067246, -1.265068], [3.374201, 3.305154, -3.028494], [2.229539, 1.165719, -2.478979], [3.919731, 0.392443, 1.725491], [3.802072, -0.592483, 0.838475], [2.316890, -1.431181, 0.548382], [4.863923, -0.990923, 0.157156], [6.219411, -0.559363, 0.375470], [6.808214, -0.717334, 1.623254], [8.122815, -0.312728, 1.803308], [8.840462, 0.221486, 0.742061], [8.246435, 0.354862, -0.505092], [6.927679, -0.030662, -0.693017], [3.181712, 0.543205, 2.389564], [4.821446, 0.813606, 1.902351], [4.686983, -1.659902, -0.579283], [6.260524, -1.181228, 2.434622], [8.592744, -0.438107, 2.769119], [9.869396, 0.521758, 0.884311], [8.809328, 0.759626, -1.334851], [6.454194, 0.072777, -1.661464]], "forces_ev_per_angstrom": [[-0.2, -0.3, 0.3], [0.0, 0.0, 0.0], [0.0, 0.0, -0.1], [0.2, -0.2, -0.1], [0.1, 0.1, 0.2], [-0.1, 0.0, 0.0], [0.0, 0.0, 0.0], [0.2, 0.1, 0.1], [-0.2, -0.1, -0.1], [0.1, 0.0, 0.0], [-0.1, 0.0, 0.0], [-0.1, 0.1, 0.2], [0.0, 0.0, -0.1], [0.0, 0.0, 0.0], [0.0, 0.0, 0.0], [0.0, 0.0, 0.0], [0.0, 0.0, 0.0], [0.0, 0.0, 0.0], [0.0, 0.0, 0.0], [0.0, 0.0, 0.0], [0.0, -0.1, 0.0], [0.1, 0.3, -0.1], [0.0, 0.0, 0.0], [0.0, 0.0, 0.0], [0.0, 0.0, 0.0], [0.0, 0.0, 0.0], [0.0, 0.0, 0.1], [0.0, 0.0, 0.0], [-0.2, 0.0, 0.0], [0.0, 0.0, 0.0], [0.0, 0.0, 0.0], [0.0, 0.0, 0.0], [0.0, 0.0, 0.0], [0.0, 0.0, 0.0], [0.0, 0.0, 0.0], [0.0, 0.0, 0.0], [0.0, -0.1, 0.1], [-0.1, 0.1, 0.0], [0.4, -0.2, -0.1], [0.0, 0.0, 0.0], [0.0, 0.0, 0.0], [-0.1, 0.0, 0.0], [0.0, 0.0, 0.0], [0.2, 0.2, 0.1], [0.0, 0.0, 0.0], [0.0, 0.0, 0.0], [0.0, 0.0, 0.0], [0.0, 0.0, 0.0], [0.1, 0.0, 0.0], [0.0, 0.0, -0.3], [0.0, 0.0, 0.0], [0.0, 0.0, 0.0], [0.0, 0.0, 0.0], [0.0, 0.0, 0.0], [0.0, 0.0, 0.0], [0.0, 0.0, 0.0], [0.0, 0.0, 0.0], [0.0, 0.0, 0.0], [0.0, 0.0, 0.0], [0.0, 0.1, 0.0], [-0.3, -0.1, 0.0], [0.0, 0.0, 0.0], [0.0, 0.0, 0.0], [0.0, 0.0, 0.0], [0.0, 0.0, 0.0], [0.0, 0.0, 0.0], [0.0, 0.0, 0.0], [0.0, 0.0, 0.0], [0.0, 0.0, 0.0], [0.0, 0.0, 0.0], [0.0, 0.0, 0.0], [0.0, 0.0, 0.0], [0.0, 0.0, 0.0], [0.0, 0.0, 0.0], [0.0, 0.0, 0.0], [0.0, 0.0, 0.0]], "e_tot_ha": -3094.6252, "charge": 2, "spin_multiplicity": 4, "relative_energy_kj_mol": 51.2}

***

{"formula": "C31H30N2O2", "method": "the ωB97M-V functional and the def2-TZVPD basis", "elements": ["C", "C", "C", "C", "C", "C", "C", "C", "C", "C", "O", "O", "H", "H", "H", "H", "H", "H", "H", "H", "H", "C", "C", "N", "C", "C", "C", "C", "C", "C", "C", "C", "C", "C", "C", "C", "N", "C", "C", "C", "C", "C", "C", "C", "H", "H", "H", "H", "H", "H", "H", "H", "H", "H", "H", "H", "H", "H", "H", "H", "H", "H", "H", "H", "H"], "positions_angstrom": [[3.507090, -1.522603, 2.518665], [2.789536, -0.192887, 2.575606], [1.596453, -0.192889, 3.374154], [0.545467, 0.778733, 3.176453], [-0.868345, 0.243055, 3.037054], [-1.219731, -1.115665, 2.927824], [-2.559058, -1.494521, 2.750364], [-3.558354, -0.524197, 2.627131], [-3.223446, 0.833822, 2.741302], [-1.891565, 1.205041, 2.952355], [0.718563, 2.012737, 3.156789], [3.217089, 0.818924, 1.982653], [2.775518, -2.319970, 2.316192], [4.244524, -1.477764, 1.710760], [4.033598, -1.770617, 3.454291], [1.327772, -1.133247, 3.854303], [-0.443101, -1.878093, 2.949208], [-2.817089, -2.555238, 2.706134], [-4.596989, -0.814202, 2.454495], [-3.981625, 1.617659, 2.673608], [-1.629490, 2.265132, 3.010181], [5.811986, 0.962454, 3.841719], [5.140781, 0.313902, 4.972413], [5.682821, -0.730183, 5.655214], [6.863743, -1.469202, 5.240133], [4.892375, -1.033653, 6.769333], [3.830782, -0.093534, 6.820945], [3.028499, -0.051730, 7.953183], [3.178985, -1.049263, 8.929132], [4.152830, -2.052393, 8.793655], [5.059796, -2.029060, 7.722646], [3.921530, 0.710130, 5.602254], [2.964475, 1.561231, 5.066347], [1.909414, 2.154226, 5.808994], [1.732240, 3.491464, 6.238027], [2.668187, 4.619105, 6.148980], [0.534420, 3.597088, 6.892742], [0.098964, 4.787592, 7.607997], [-0.133253, 2.371168, 6.885491], [0.716706, 1.442279, 6.228468], [0.348353, 0.107099, 6.157484], [-0.896504, -0.278976, 6.661014], [-1.737308, 0.650866, 7.294664], [-1.340822, 1.987665, 7.454537], [5.538594, 2.025884, 3.868412], [6.901946, 0.857068, 3.913886], [5.464032, 0.576311, 2.873129], [7.036655, -2.280014, 5.945873], [6.709570, -1.889750, 4.238125], [7.750106, -0.823275, 5.203443], [2.342157, 0.786351, 8.068250], [2.522090, -1.037930, 9.800224], [4.197543, -2.852884, 9.531593], [5.845672, -2.768945, 7.600051], [3.114853, 1.911528, 4.044610], [3.520339, 4.299554, 5.548449], [2.202411, 5.494362, 5.681738], [3.029806, 4.900502, 7.146742], [-0.873419, 4.578128, 8.063826], [0.822179, 5.055867, 8.395943], [0.014206, 5.644025, 6.926920], [1.056967, -0.603204, 5.732499], [-1.208784, -1.319042, 6.557870], [-2.709481, 0.318163, 7.660936], [-1.943017, 2.722548, 7.986850]], "forces_ev_per_angstrom": [[0.3, -0.3, -0.4], [-0.7, 1.2, 0.6], [0.5, 0.1, -0.2], [0.1, 1.0, 0.5], [-0.7, 0.3, -0.2], [-0.2, 0.4, 0.0], [0.2, 0.2, 0.0], [0.2, 0.3, 0.2], [0.4, -0.3, 0.1], [-0.3, -0.2, -0.1], [-0.2, -1.4, -0.4], [0.3, -1.0, 0.2], [0.4, 0.2, 0.1], [-0.1, -0.1, 0.1], [-0.2, 0.2, -0.1], [0.0, 0.1, -0.5], [-0.2, 0.1, 0.1], [0.1, 0.3, -0.1], [0.3, 0.0, 0.1], [0.1, -0.4, 0.0], [0.0, -0.5, 0.1], [0.2, 0.4, -0.6], [-0.6, -0.8, 0.7], [-0.3, 0.7, -0.6], [0.1, 0.1, -0.2], [-0.6, 0.3, 0.3], [0.8, -0.3, 0.0], [0.0, -0.2, 0.4], [0.1, 0.2, -0.4], [0.0, 0.2, -0.3], [-0.4, 0.0, 0.1], [0.3, -0.5, 0.3], [1.3, -0.2, -0.9], [-2.0, 1.2, 1.3], [-0.3, -2.3, -0.7], [0.3, 0.3, -0.1], [-0.4, 0.0, 0.2], [0.2, -0.1, 0.0], [0.9, -0.2, -0.2], [0.1, 0.7, 0.6], [-0.4, -0.4, 0.2], [0.4, 0.1, -0.1], [0.2, 0.4, 0.0], [-0.3, -0.3, -0.2], [0.2, -0.3, -0.2], [-0.3, 0.1, -0.1], [0.1, 0.1, 0.2], [0.0, 0.1, -0.1], [0.0, 0.0, 0.2], [-0.2, -0.1, 0.1], [0.0, -0.5, 0.1], [0.2, 0.0, -0.2], [0.1, 0.2, -0.2], [-0.2, 0.0, 0.3], [0.2, 0.2, 0.0], [0.0, 0.2, 0.0], [0.1, -0.1, 0.1], [0.0, 0.1, -0.2], [0.3, 0.2, -0.1], [-0.3, -0.1, -0.2], [-0.1, -0.2, 0.1], [-0.5, 0.1, 0.2], [0.0, 0.3, 0.1], [0.3, 0.2, 0.0], [-0.1, -0.3, -0.1]], "e_tot_ha": -1459.2215, "relative_energy_kj_mol": 312.5}

***

Question: Number 3 is which compound?
Answer: C31H30N2O2